(1)
A molecular structure, C45H55CdCl3Ge2N4O2P2S2. Source: the Open Molecules 2025 dataset; level of theory: ωB97M-V with the def2-TZVPD basis set.

```
116
Properties=species:S:1:pos:R:3
Cd -0.45756 0.04863 -0.00365
N 1.31085 -0.92382 -1.25939
C 1.80553 -0.24805 -2.46763
C 0.83234 -0.33559 -3.63495
C -0.31621 0.65391 -3.51850
N -1.18472 0.28510 -2.40371
H 2.07872 -0.99245 -0.60506
H 1.06543 -1.89019 -1.47027
H 2.77541 -0.66855 -2.75895
H 1.95387 0.80508 -2.21378
H 0.43467 -1.35374 -3.71158
H 1.38305 -0.14075 -4.55941
H -0.86206 0.70609 -4.46958
H 0.09050 1.64706 -3.31469
H -1.71541 -0.54846 -2.65066
H -1.87663 1.00337 -2.22310
O 0.13440 2.08126 -0.91658
P 0.79916 3.37873 -0.53512
C 2.60159 3.12778 -0.25779
P 2.92270 1.87151 1.01047
O 1.85676 0.84232 1.20152
C 3.25688 2.80897 2.51398
C 2.18135 3.06319 3.35954
C 2.35996 3.84272 4.49226
C 3.60883 4.37242 4.77654
C 4.68431 4.13213 3.92812
C 4.50890 3.35375 2.79567
C 4.46791 1.02308 0.59393
C 5.03121 0.23462 1.60011
C 6.09496 -0.60514 1.32058
C 6.60731 -0.66861 0.03059
C 6.05675 0.11087 -0.97436
C 4.98831 0.95244 -0.69471
C 0.16116 4.18797 0.84110
C 0.81549 5.32875 1.42852
C 0.18711 6.07932 2.38869
C -1.12198 5.79028 2.80866
C -1.80037 4.71697 2.19074
C -1.19633 3.93758 1.24261
C 0.76713 4.45091 -1.98690
C 1.73703 5.41591 -2.26335
C 1.56355 6.31734 -3.30433
C 0.42161 6.27354 -4.08760
C -0.55667 5.32180 -3.81506
C -0.38983 4.42679 -2.77674
H 3.02779 4.06940 0.09172
H 3.07295 2.87150 -1.20828
H 1.20562 2.66838 3.11116
H 1.51404 4.04998 5.13464
H 3.74697 4.98459 5.65899
H 5.65773 4.54907 4.15192
H 5.34781 3.16109 2.13690
H 4.61998 0.26811 2.60271
H 6.51510 -1.22104 2.10458
H 7.42990 -1.33535 -0.19195
H 6.44853 0.05733 -1.98169
H 4.56171 1.54104 -1.49603
H 1.82085 5.60251 1.12596
H 0.71900 6.91418 2.83287
H -1.60668 6.39055 3.56591
H -2.81699 4.48625 2.48850
H -1.74031 3.11257 0.79390
H 2.63850 5.47306 -1.66609
H 2.32939 7.05648 -3.50467
H 0.29071 6.97348 -4.90215
H -1.45374 5.27948 -4.42002
H -1.15510 3.69010 -2.56366
Cl -3.23303 -0.52743 -0.50587
Ge -2.20391 -2.68899 -0.82560
Cl -4.01038 -3.87931 -0.24205
Cl -2.57999 -2.80098 -3.15280
N 2.01356 -2.10971 1.92833
C 1.71521 -3.38521 1.60012
S 2.36559 -4.09882 0.23415
N 0.93741 -4.00161 2.52868
C 0.05758 -5.10063 2.41460
C -0.45647 -5.59676 3.61088
C -1.38450 -6.62292 3.60426
C -1.81620 -7.16373 2.40121
C -1.30877 -6.66004 1.21350
C -0.37198 -5.63718 1.20751
H 2.55204 -1.57671 1.27208
H 1.41130 -1.55750 2.52163
H 0.75542 -3.44793 3.35425
H -0.13147 -5.16411 4.55039
H -1.77821 -6.99071 4.54335
H -2.55397 -7.95466 2.38925
H -1.66059 -7.04664 0.26633
H 0.00205 -5.24456 0.27580
S -1.76726 -2.04250 2.17782
C -3.30511 -2.04441 3.04111
C -4.04994 -0.90531 3.31754
C -5.26313 -1.01357 3.98423
C -5.75064 -2.25293 4.36706
C -5.01465 -3.39448 4.06965
C -3.80154 -3.29349 3.41417
H -3.69551 0.06943 3.01130
H -5.83286 -0.11698 4.19585
H -6.69876 -2.33190 4.88339
H -5.38924 -4.37135 4.34939
H -3.23001 -4.18260 3.17702
C -1.01368 1.91722 4.41655
Ge -0.43778 0.11372 3.91303
C -1.12153 -1.06440 5.33804
C 1.51500 0.01478 4.22309
C -1.15728 -0.34885 2.12876
H -0.69444 2.13214 5.43808
H -2.10321 1.96693 4.37984
H -0.62871 2.69082 3.75424
H -0.56314 -0.84491 6.25066
H -1.00506 -2.12210 5.09959
H -2.17910 -0.88518 5.52545
H 1.71845 0.62894 5.10199
H 2.09499 0.39704 3.38547
H 1.85017 -0.99807 4.45471
H -2.01854 0.31813 2.00904
```

The energy relative to the best compared isomer or geometry (same formula, charge and spin) comes out at 4.6 kcal/mol. The calculation puts the max |F| at 0.49 eV Å⁻¹. As for the spin multiplicity: 2. The expectation value of S² is 0.7674. The total charge is -1.

=====

(2)
A molecular structure, C45H56AsCl2F6N7PSbTi at a distorted geometry. Source: the Open Molecules 2025 dataset; level of theory: ωB97M-V with the def2-TZVPD basis set.

```
120
Properties=species:S:1:pos:R:3
Ti 0.85761 -0.26362 -0.25795
N -0.26088 -1.39515 0.60676
P -1.72752 -2.00794 0.53775
N -2.30751 -2.60825 -0.88193
C -2.79799 -1.75128 -1.97224
C -3.91181 -2.46122 -2.73132
C -3.40505 -3.79122 -3.28134
C -2.82893 -4.63946 -2.15160
C -1.74781 -3.86785 -1.40916
N -2.83839 -0.82943 0.92946
C -2.52791 0.05599 2.06241
C -3.16250 1.42809 1.87924
C -4.66549 1.29654 1.65602
C -4.94579 0.34022 0.50133
C -4.28734 -1.00633 0.76820
N -1.80609 -3.31064 1.54460
C -3.09152 -3.98955 1.75826
C -3.54894 -3.83590 3.20067
C -2.50387 -4.42725 4.17208
C -1.18219 -4.71723 3.45905
C -0.76964 -3.56606 2.55573
H -1.98337 -1.54648 -2.67011
H -3.14397 -0.80284 -1.56491
H -4.26241 -1.81616 -3.53927
H -4.75653 -2.64007 -2.05777
H -2.61976 -3.59369 -4.01802
H -4.20554 -4.32529 -3.79477
H -2.40793 -5.56765 -2.54226
H -3.62254 -4.90495 -1.44579
H -0.92546 -3.63268 -2.09421
H -1.34305 -4.44863 -0.58222
H -1.44697 0.13250 2.16150
H -2.92083 -0.39439 2.98734
H -2.70904 1.92500 1.01939
H -2.95433 2.04378 2.75722
H -5.11752 2.27154 1.47085
H -5.13058 0.89875 2.56476
H -4.54405 0.75293 -0.43059
H -6.01971 0.20032 0.36483
H -4.48173 -1.70699 -0.04010
H -4.71383 -1.43228 1.68806
H -2.99306 -5.04939 1.50241
H -3.82335 -3.57783 1.06582
H -4.51807 -4.31974 3.33009
H -3.69521 -2.77099 3.40180
H -2.88056 -5.34519 4.62392
H -2.32390 -3.72960 4.99291
H -1.26069 -5.63095 2.86587
H -0.38841 -4.88723 4.18811
H 0.17239 -3.79053 2.06053
H -0.61021 -2.67312 3.17500
Cl 1.38264 0.56306 2.34138
C 1.87659 -0.91766 3.24621
Cl 2.38336 -2.24302 2.22795
H 1.01318 -1.21533 3.82839
H 2.70958 -0.61314 3.86780
C 7.57986 -1.91555 1.21831
C 6.44851 -2.71314 1.17651
C 5.25494 -2.20374 0.67875
C 5.18499 -0.89225 0.23159
C 6.33600 -0.10498 0.23966
C 7.52428 -0.61294 0.73759
As 3.60259 -0.20516 -0.66777
C 4.39424 -0.35989 -2.44850
C 4.51358 0.66509 -3.37568
C 5.12840 0.42883 -4.59996
C 5.62626 -0.82638 -4.90293
C 5.50538 -1.85476 -3.97851
C 4.89210 -1.62314 -2.76045
C 3.70312 1.69372 -0.20703
C 4.12627 2.07099 1.06751
C 4.13581 3.40620 1.44110
C 3.73758 4.38603 0.54012
C 3.29768 4.02103 -0.72261
C 3.25787 2.68058 -1.08722
H 8.50750 -2.30954 1.61158
H 6.48951 -3.73714 1.52375
H 4.39380 -2.85553 0.61985
H 6.31682 0.90338 -0.15503
H 8.41271 0.00483 0.73551
H 4.15099 1.66057 -3.17098
H 5.21395 1.23648 -5.31485
H 6.10467 -1.00519 -5.85659
H 5.88376 -2.84180 -4.20898
H 4.80220 -2.44267 -2.05780
H 4.47924 1.32274 1.76665
H 4.46853 3.68289 2.43315
H 3.77206 5.43009 0.82481
H 2.97724 4.77580 -1.42944
H 2.85641 2.41649 -2.05481
F 0.57959 -1.58287 -1.97256
Sb 0.80755 -0.72769 -3.71560
F 1.42019 0.57940 -2.37129
F 2.26294 -1.87306 -3.88813
F -0.77735 0.28058 -3.60383
F -0.24978 -2.03592 -4.53004
F 1.49634 0.38013 -5.03678
C -1.87987 2.75212 -1.49082
C -1.21686 1.59184 -1.12495
N -0.12500 1.60594 -0.33137
C 0.26481 2.75975 0.19394
C -0.42796 3.98120 -0.00487
C -1.48387 3.95398 -0.95485
C -0.01370 5.10044 0.71496
C -0.79095 6.35214 0.98661
C -2.18054 6.46285 1.08988
C -2.77983 7.72215 1.31074
C -4.15388 7.76885 1.41533
N -4.91754 6.68035 1.30548
C -4.25853 5.53445 1.08454
N -2.96150 5.34059 0.98685
H -2.69066 2.69206 -2.20330
H -1.53754 0.63082 -1.49162
H 1.15507 2.75565 0.81339
H -1.92683 4.88035 -1.28749
H 0.96663 5.05830 1.17553
H -0.20732 7.23443 1.21541
H -2.17883 8.61727 1.38778
H -4.66715 8.70607 1.59674
H -4.88206 4.65139 0.98486
```

The energy relative to the best compared isomer or geometry (same formula, charge and spin) comes out at 37.9 kcal/mol. The calculation puts the max |F| at 1.46 eV Å⁻¹. As for the spin multiplicity: 4. The expectation value of S² is 3.8205. The total charge is +1.

=====

| no. | E_tot (Ha) | molecular weight (g/mol) |
| --- | --- | --- |
| 1 | -9298.82158 | 1174.0 |
| 2 | -7318.06399 | 1155.4 |